[1]
Formula: C6H10OS
Source: OMol25
Level of theory: the ωB97M-V functional and the def2-TZVPD basis

Geometry as XYZ:
```
18
Properties=species:S:1:pos:R:3:lowdin_charge:R:1
C -0.3878 -1.3767 0.6660 -0.0540
C -0.4483 0.0873 0.9290 -0.8172
C 0.4739 0.6567 1.9283 -0.2889
C -0.0588 0.8115 -0.4651 -0.5936
C 0.9021 0.3300 -1.4970 -0.3099
C 0.4933 -0.2589 -2.7160 -0.0730
H 0.3082 -1.8191 -0.3166 0.1337
H 0.0002 -2.0176 1.6262 0.1086
H -1.7535 -1.5127 0.4437 0.1926
H -1.7179 1.2834 1.8286 0.2184
H 1.4048 0.0874 2.2598 0.1118
H -0.0623 0.7461 2.8322 0.0667
H -0.7687 1.2786 -1.1268 0.1018
H 2.1150 0.3395 -1.3089 0.1436
H -0.8313 -0.6300 -3.0836 0.1676
H 1.3547 -0.3901 -3.6411 0.0976
O -1.8109 0.4069 1.0945 -0.1061
S 0.7872 1.9778 0.5469 0.9001
```

The total energy comes out at -707.779945 a.u.

***

[2]
Formula: CH3ClIN
Source: OMol25
Level of theory: the ωB97M-V functional and the def2-TZVPD basis

Geometry as XYZ:
```
7
Properties=species:S:1:pos:R:3:lowdin_charge:R:1
C -0.8176 0.1575 -0.1433 -1.2311
N 1.1263 0.0324 0.2407 -0.1196
Cl -1.6807 -0.9987 0.7161 0.5765
I -0.4805 0.2334 -2.2062 0.7986
H -0.8583 1.1082 0.3477 -0.0111
H 1.4272 -0.8482 -0.1720 -0.0216
H 1.2836 0.3153 1.2170 0.0084
```

The total energy comes out at -852.443689 a.u.

***

[3]
Formula: C8H16N2
Source: OMol25
Level of theory: the ωB97M-V functional and the def2-TZVPD basis

Geometry as XYZ:
```
26
Properties=species:S:1:pos:R:3:lowdin_charge:R:1
C 1.4147 2.2856 -1.6160 -0.1019
C 2.1701 1.5710 -0.4858 -0.2030
C 1.9226 0.0995 -0.5068 -0.3253
C 2.7143 -0.8498 -1.0905 -0.0665
N 2.1319 -2.0522 -0.7940 0.0445
C 1.0106 -1.7924 -0.0943 -0.1992
N 0.8553 -0.5097 0.0908 0.1069
H 1.5589 3.3683 -1.6019 0.0649
H 0.3414 2.1703 -1.4512 0.0702
H 1.7060 1.9020 -2.5921 0.0696
H 3.2464 1.7289 -0.4993 0.1029
H 1.8137 2.0331 0.4402 0.1085
H 3.7008 -0.7431 -1.5145 0.1170
H 2.4390 -2.9325 -1.1858 0.1510
H 0.3381 -2.5423 0.2852 0.1198
C -2.6755 -0.3068 -0.1304 -0.1328
C -3.0234 -0.7042 1.3147 -0.2927
C -1.9374 -0.1499 2.2926 -0.1200
H -3.1498 -0.8692 -0.9317 0.0604
H -1.5945 -0.3519 -0.2492 0.0263
H -2.9659 0.7354 -0.2696 0.0678
H -3.9687 -0.2433 1.5927 0.0857
H -3.0290 -1.7893 1.4067 0.0862
H -1.3480 -0.9598 2.7313 0.0616
H -1.2486 0.5009 1.7677 0.0434
H -2.4231 0.4014 3.0912 0.0546
```

Its SMILES is CCc1c[nH]cn1.CCC. The total energy comes out at -423.925382 a.u.